No. 1
Molecular formula: C33H50O33
Method: DFT, ωB97M-V/def2-TZVPD

```
! RIJCOSX wB97M-V def2-TZVPD def2/J DEFGRID3
* xyz 0 1
O -0.21939 -2.23657 8.49177
C -3.36240 8.81710 -1.48868
H -7.42654 2.93729 -7.76520
O -3.31490 2.61879 -7.41540
O 0.37066 -1.98443 -1.15977
O -8.25329 1.17035 -1.73869
H -1.39016 9.12433 -3.55128
H -6.83059 4.28484 -8.87661
H 0.86958 0.04601 1.17572
H -6.97593 -7.10865 2.59505
C 10.81583 -6.11973 2.51726
H 1.32924 -10.81914 0.39676
C -6.27581 -6.31824 2.32453
C 0.36120 -0.54976 -0.86730
O -5.55256 3.46341 -7.38396
C 0.45172 -2.70012 -0.08257
C -0.13588 -0.23219 9.57083
C -6.98412 0.64178 -1.75300
H 1.02111 7.48472 4.54006
H -6.46240 3.56078 -1.28666
C -5.62830 -4.22674 2.93088
H 3.07133 -10.92240 0.23662
O -6.13837 1.43533 -1.22257
H 7.86241 4.12205 3.22686
O 2.05037 -11.41930 -1.48253
C -1.48783 -1.95441 8.89325
H -3.06775 5.16477 6.95223
H -4.39237 -7.18384 2.65514
C -1.22481 6.33064 5.24605
O 0.24788 -1.89119 0.97565
H 1.93823 -13.00043 -5.42966
H 6.68430 -2.47166 3.00587
C 5.66628 5.10516 1.28604
C 1.46692 -12.40464 -2.15113
H 0.36384 -13.04911 -4.73686
C 0.21468 8.13310 4.88266
H -6.06547 -6.45295 1.26354
O -5.54534 -3.01133 3.14888
H -0.28553 0.02489 -1.53034
O -2.48911 7.87639 -1.29690
H -6.23770 2.64600 -10.36681
O 8.59722 -5.26551 1.28484
C 0.43459 -0.97711 8.38836
H 10.76550 -6.08095 1.42912
C 3.51527 3.45607 -8.30944
O -6.68703 -0.44985 -2.24678
C -4.46575 2.73013 -7.87091
C -2.30984 8.54338 -3.48211
C 8.90432 -4.78387 2.34611
H 2.62674 4.05772 -8.11806
C -6.59211 3.39130 -8.29971
O 6.04924 4.25750 2.32703
H 1.52044 -1.02693 8.46927
H 0.41666 8.33459 5.93466
O 3.77421 2.65358 -7.14421
O 4.80333 4.82986 0.41182
H 6.73280 5.05902 4.14921
O -0.38963 5.59524 5.80081
C 2.13362 -11.37840 -0.08103
H 1.42299 -0.39568 -1.05957
H 1.29715 -14.16806 -4.14245
H -2.78115 4.01424 5.71450
H -2.21954 6.47531 -2.93417
H 2.15466 -12.41245 0.26306
H 3.70292 2.55166 -10.20240
H -2.73034 8.06192 -4.36497
O -2.43447 -2.72669 8.73617
H -0.84188 -0.10036 0.95079
O -6.75268 -4.97427 2.57515
O -2.58476 6.16170 5.17268
O 10.12408 -5.03641 2.95849
H 8.50357 5.97229 2.04127
H 0.28176 -0.44828 7.44757
C -6.10214 2.31388 -9.33753
O 4.14425 0.34233 -6.80053
C 3.84808 1.30362 -7.52320
H 11.88103 -5.98762 2.70702
O -4.23801 9.13141 -0.69720
C 7.01550 4.80115 3.12858
O 0.45041 -3.93602 0.02007
C 3.11526 2.38931 -9.29885
O -4.56558 -5.14212 3.18985
H -0.35032 0.78166 9.23286
H 6.98991 -3.23376 1.39906
O 6.42030 6.17968 1.40544
H -6.59884 2.77042 0.28797
C -5.05457 -6.47151 3.14724
O 8.38112 -3.69810 2.86875
O 0.68424 -13.20713 -1.62296
C 7.05374 -3.35246 2.48070
H 0.51845 -0.36970 10.43167
O -1.00979 7.57627 4.80758
O -3.23598 9.28970 -2.80390
H 7.34548 6.83369 3.13182
H -0.82466 7.37014 -2.46874
C -8.22843 2.36956 -0.92899
H -8.95413 2.34302 -0.11612
H 10.40397 -7.04146 2.92820
C -3.15586 5.02518 5.87480
H 2.03566 2.43136 -9.44305
C 0.11320 -0.50934 0.62113
O 1.80550 -12.21988 -3.45456
O 3.58912 1.18022 -8.71288
H 4.33166 4.10306 -8.63039
H 6.39344 -4.21592 2.56164
H -8.60026 3.23739 -1.47368
H -5.14526 -6.87166 4.15707
O -1.47430 -0.82680 9.65190
H -6.57770 1.38158 -9.03296
C -6.77637 2.64793 -0.78047
O -4.77245 2.19707 -9.08814
C 1.41956 -13.13925 -4.48108
H 0.37033 9.00346 4.24521
C -1.91226 7.43053 -2.50845
C 7.47281 6.04747 2.38767
H -4.21649 4.89000 5.66294
*
```

Values from the calculation:
* gap between HOMO and LUMO: 10.35 eV
* lowest unoccupied orbital energy: 0.0 eV
* HOMO energy: -0.379 Ha
* calculated total energy: -3770.1946 a.u.

Atom charges from the Mulliken analysis, given in e for atoms 1 to 99: -0.308, 0.655, 0.267, -0.550, -0.342, -0.357, 0.271, 0.280, 0.216, 0.310, -0.675, 0.260, -0.325, -0.260, -0.291, 0.734, -0.272, 0.716, 0.294, 0.273, 0.630, 0.242, -0.297, 0.257, -0.301, 0.663, 0.294, 0.284, 0.731, -0.338, 0.273, 0.227, 0.697, 0.763, 0.301, -0.654, 0.266, -0.527, 0.291, -0.292, 0.281, -0.531, -0.334, 0.331, -0.220, -0.585, 0.653, -0.267, 0.766, 0.241, -0.268, -0.330, 0.313, 0.286, -0.340, -0.563, 0.248, -0.567, -0.633, 0.249, 0.318, 0.299, 0.243, 0.322, 0.272, 0.283, -0.543, 0.248, -0.307, -0.265, -0.312, 0.269, 0.244, -0.330, -0.593, 0.703, 0.242, -0.538, -0.265, -0.592, -0.309, -0.307, 0.273, 0.311, -0.333, 0.252, -0.281, -0.284, -0.580, -0.645, 0.276, -0.271, -0.339, 0.253, 0.270, -0.265, 0.287, 0.264, -0.676

---

No. 2
Molecular formula: C8H3F10O8S
Method: DFT, ωB97M-V/def2-TZVPD

```
! RIJCOSX wB97M-V def2-TZVPD def2/J DEFGRID3
* xyz -1 1
C -4.80581 -0.56453 1.92636
F 5.10173 0.91260 -0.72573
O -1.35650 -1.98017 0.80925
S -0.93920 0.65872 -0.34065
C -0.31786 -2.80454 1.47498
O -0.66693 2.03972 0.29097
F 2.58579 -0.38376 -0.37188
C 0.01447 0.23493 -1.87447
F 1.55798 1.01848 -3.68189
C -0.83902 -0.60830 1.05297
H 1.10483 0.25839 1.63122
O -5.83013 -0.08863 1.38025
F 4.22692 2.56800 -2.22569
C 3.84824 1.66288 -1.10513
C 2.75067 0.51048 -1.53757
F 0.38917 -0.69081 3.46705
O -2.46391 0.67563 -0.75716
F 0.21934 -1.26100 -1.87239
O -0.38657 -4.07144 1.89835
F 3.43456 -0.31794 -2.59907
H -4.25917 0.16008 0.52973
O -3.72559 -0.31202 1.20082
F 3.45426 2.40317 0.14294
F -0.91240 0.47691 -3.04382
O -4.65546 -1.20513 2.99073
C 0.50242 -0.69077 1.98973
O 0.96178 -2.03281 1.59262
C 1.36346 1.09314 -2.18395
F 1.30333 2.53872 -1.87529
H -1.66040 -0.20000 1.81668
*
```

Values from the calculation:
* gap between HOMO and LUMO: 4.94 eV
* lowest unoccupied orbital energy: 0.6 eV
* HOMO energy: -0.160 Ha
* calculated total energy: -2305.1322 a.u.

In elementary charge units, the natural (NBO) charges are: 0.930, -0.323, -0.428, 1.840, 0.955, -0.830, -0.305, 0.423, -0.309, -0.216, 0.209, -0.838, -0.303, 0.943, 0.585, -0.344, -0.786, -0.311, -0.519, -0.307, 0.505, -0.779, -0.309, -0.290, -0.796, 0.427, -0.506, 0.598, -0.293, 0.376

---

No. 3
Molecular formula: C2H7N3OS
Method: DFT, ωB97M-V/def2-TZVPD

```
! RIJCOSX wB97M-V def2-TZVPD def2/J DEFGRID3
* xyz 0 1
C 0.83213 -0.47366 0.07733
S 1.34982 2.25906 0.60018
N -0.98616 0.80570 -0.85197
N 1.68451 0.67806 -0.00389
H -0.61526 0.97131 -1.80695
H 2.65331 0.41633 -0.00062
C -1.39579 -1.40978 -0.00972
N -0.47680 -0.32797 -0.25363
H -1.65018 -1.95186 -0.91683
H -0.86484 -2.14562 0.58824
H 1.32891 2.03206 1.91895
H -0.95020 1.67264 -0.28478
H -2.26287 -1.00128 0.51168
O 1.35342 -1.52498 0.43200
*
```

Values from the calculation:
* gap between HOMO and LUMO: 10.01 eV
* lowest unoccupied orbital energy: 0.6 eV
* HOMO energy: -0.345 Ha
* calculated total energy: -718.0674 a.u.

In elementary charge units, the natural (NBO) charges are: 0.766, 0.177, -0.669, -0.809, 0.362, 0.408, -0.409, -0.291, 0.196, 0.236, 0.095, 0.374, 0.204, -0.639

---

No. 4
Molecular formula: C46H76GeN6O2P3SiTi
Method: DFT, ωB97M-V/def2-TZVPD

```
! RIJCOSX wB97M-V def2-TZVPD def2/J DEFGRID3
* xyz 1 1
H 3.97197 -0.61159 -1.09526
C -2.37922 -0.54746 1.55192
N 2.51185 1.52719 1.69354
H -1.95188 2.86217 2.75924
C -4.17091 -4.41491 0.93785
H -1.70652 2.20057 -3.46496
H 3.59444 4.36236 0.85493
H 5.74477 -1.53303 0.24031
C -0.96389 -2.68480 2.97145
H -1.41678 -2.92046 2.00782
H 0.36154 4.57452 2.93483
H 1.83176 -1.63259 4.07738
C -5.04395 -1.34794 -2.66659
H -4.53203 -5.96311 -0.50193
H 1.88094 4.37833 -0.80022
P 2.02883 -1.69380 -0.38341
C -0.58575 -3.60799 -5.40145
H 5.73215 0.76034 1.02051
Ti 0.95078 0.80694 0.04702
C 1.01747 3.69988 -3.33588
C 3.71905 1.49857 0.88916
H -3.06987 -0.29533 4.31847
H -5.40062 -2.34925 -2.46017
H -3.30397 1.41248 -0.56606
C 1.35276 -1.99750 -2.04801
H -0.42521 -3.56999 3.31390
Si 2.33708 3.11890 2.61221
C 0.62683 3.74355 2.27757
Ge -1.06191 -0.73271 -1.08253
P -0.76837 0.05700 2.21897
C 0.00589 -1.50473 2.89538
P -0.66127 2.60608 -1.29533
N 2.18648 1.99465 -0.83461
C -3.62247 -4.22227 -1.37868
H -2.77205 -1.20999 2.32012
H 2.65702 -4.74294 -0.69933
O 1.66815 0.92928 -1.64187
H -0.67134 4.65236 -2.45051
H -2.47219 -3.96787 -6.36070
C 0.07869 -3.10962 -4.28812
H -0.00157 -3.99728 -6.22554
H 1.77271 -2.95259 -2.37328
H 3.23692 -4.06543 1.66440
N -1.85841 0.40510 -2.38674
C 4.32419 -2.54851 -1.89680
H -3.05568 0.31436 1.53072
C 3.84471 -1.64145 -0.76128
H 4.69356 2.88355 -1.73094
H -1.54802 -0.85388 5.01900
H 4.59555 4.17298 2.30386
C -1.13358 1.58754 -2.76598
C -0.64156 -2.60399 -3.20409
H -2.77324 3.56709 -1.79985
H -3.23009 5.00963 0.16661
H 5.52920 1.43272 -1.15648
C -2.11468 0.02959 4.73494
H -2.46215 2.68323 4.42874
H -3.77559 -3.01612 -4.46393
H -0.20206 1.31815 -3.26932
H -0.47824 1.33541 4.22976
C -2.69576 -3.07324 -4.41860
H 1.79330 2.97537 -3.09912
H 1.35354 -5.39062 0.28391
C -2.03964 -2.60407 -3.29929
H -4.18320 2.79835 0.07310
H 5.39614 -2.39634 -2.03893
H 1.75731 -1.22455 -2.71761
C 5.05772 1.41887 1.56421
H 0.44472 5.28345 -0.28844
N -0.08239 -2.06716 -2.04629
C -5.41342 0.90522 -3.37415
H -6.07724 1.68204 -3.73216
H 3.09128 0.58697 3.31807
C -3.70392 -1.05759 -2.50393
N -2.70996 -2.04562 -2.15767
C -3.12900 -2.95940 -1.13580
C 2.65629 2.75358 4.42068
H 2.64205 -2.54207 2.31291
H 1.50028 4.60695 -3.70466
H 3.27268 5.33242 2.28630
C -3.18838 2.37038 -0.06797
H 0.52545 -3.09805 0.72486
C 1.64786 -4.54205 -0.33719
O 2.46721 0.40698 2.59865
H 0.58255 4.09836 1.24466
H 3.58018 2.19426 4.59751
C -4.13678 -4.97238 -0.32522
C -2.30519 3.35182 -0.83241
H 0.38134 -2.04791 4.96438
H 0.74066 -1.73536 2.12939
H -2.34019 0.58570 5.64673
H -6.96505 -0.57426 -3.24113
H 4.24430 1.31347 -2.37545
H 3.83694 -2.32549 -2.84527
H 5.53909 2.39626 1.63371
C 4.72215 -1.83747 0.47310
C -1.96680 -3.59303 -5.48166
C 3.58050 4.33981 1.94512
H -3.69002 -2.78174 2.20226
H 4.17571 -3.60518 -1.67348
H 0.40823 3.30675 -4.14841
H 0.96540 -4.50946 -1.18612
C -5.91515 -0.35697 -3.10276
H -1.72543 5.45831 -0.61966
C -2.31614 2.14459 3.49062
N -2.35280 -1.21033 0.26942
H -2.76263 2.19861 0.91724
C 1.00921 4.92969 -1.15103
C 3.51246 1.70176 -0.41456
H 4.37692 -1.25298 1.32734
C -1.38583 0.95300 3.74931
H 2.78832 3.70661 4.93927
H 1.83697 2.22292 4.90859
H -3.62449 -4.60961 -2.38895
C -3.04329 -2.42296 0.16159
C -3.18970 0.22961 -2.71197
C 4.56470 1.83068 -1.46931
C 0.78594 -1.36129 4.21949
H 1.71332 -4.02867 2.52711
H 4.76145 -2.88405 0.77094
C -4.07426 1.20668 -3.17534
H -0.10955 2.95915 2.39536
C 1.58605 -3.26663 0.50571
H 1.36141 5.81043 -1.69129
H -3.29982 1.80752 3.16199
H -1.76977 -2.51153 3.68659
C -3.63629 -3.15523 1.18942
H 0.76530 -0.36408 4.65661
C 0.18608 4.06144 -2.10013
C 2.33742 -3.47248 1.82810
H 1.15947 -3.10532 -4.29319
C -2.21884 4.66656 -0.05996
H -1.69870 4.53941 0.89221
H -4.61242 -4.96476 1.75917
H -3.73212 2.21361 -3.37310
H 4.98599 1.01694 2.57585
*
```

Values from the calculation:
* gap between HOMO and LUMO: 6.73 eV
* lowest unoccupied orbital energy: -2.4 eV
* HOMO energy: -0.336 Ha
* calculated total energy: -6517.2296 a.u.

Atom charges from the Mulliken analysis, given in e for atoms 1 to 99: -1.210, -2.438, -0.019, 0.051, -0.993, 0.749, 0.352, 0.447, -1.728, 0.354, 0.738, 0.421, -0.130, 0.438, 0.012, 2.054, -0.802, 0.563, -1.378, -1.734, 1.325, 0.317, 0.559, -0.510, -3.358, 0.536, 0.552, 0.713, 0.944, 1.936, 1.882, 1.951, 0.478, 0.023, 0.153, 0.184, -0.011, 1.023, 0.456, -0.574, 0.419, 1.443, 0.470, 0.444, -1.429, 0.475, 2.063, 0.304, 0.266, 0.356, -1.942, 0.404, 0.387, 0.450, 0.486, -1.654, 0.492, 0.545, 0.191, -0.342, -0.138, 0.227, 0.485, -0.331, 0.707, 0.449, 0.783, -2.181, 0.287, 0.662, -0.927, 0.436, 0.226, 0.000, 1.412, -0.319, -1.373, 0.039, 0.479, 0.505, -0.390, -1.319, -1.567, -0.246, -0.575, 0.425, -1.250, 0.404, 0.516, -1.090, 0.521, 0.433, 0.263, 0.342, 0.483, -1.816, -1.102, -1.365, 0.546